Formula: C2H3N2O2S
Source: the Open Molecules 2025 dataset
Level of theory: the ωB97M-V functional and the def2-TZVPD basis

Geometry as XYZ:
```
10
Properties=species:S:1:pos:R:3:forces:R:3
S 0.317610 -0.642100 -1.724323 -0.7 -0.6 2.5
O -2.676681 1.054540 3.465578 -1.0 0.1 -1.4
O -2.936073 0.801545 1.280186 -0.7 0.5 1.3
N 1.369671 0.108591 -4.139294 1.2 0.5 -1.4
N -2.260849 0.715943 2.333767 1.9 -0.6 0.0
C 1.126549 -0.158855 -3.055084 -0.6 0.1 -0.7
C 0.127481 0.994280 -0.925526 -2.2 1.7 -0.6
H 1.036205 1.536439 -1.198496 -0.3 0.1 0.2
H 0.006661 0.970361 0.205447 -0.1 -0.4 -1.6
H -0.837452 1.537372 -1.463564 2.5 -1.4 1.7
```
Forces are in eV/Å.

Output
total charge = -1
E = -20030.7033 eV
frontier orbital gap = 5.91 eV
energy above the lowest of the compared OMol25 structures with the same formula, charge and spin = 284.65 kJ/mol
highest occupied orbital energy = -2.83 eV

Atom charges from the Löwdin analysis, given in e for atoms 1 to 8: atom 1 (S): 0.84, atom 2 (O): -0.25, atom 3 (O): -0.26, atom 4 (N): 0.07, atom 5 (N): -0.44, atom 6 (C): -0.75, atom 7 (C): -0.38, atom 8 (H): 0.01

---

Formula: C2H3N2OP
Source: the Open Molecules 2025 dataset
Level of theory: the ωB97M-V functional and the def2-TZVPD basis

Geometry as XYZ:
```
9
Properties=species:S:1:pos:R:3:forces:R:3
P -1.027686 -1.555081 0.263492 -0.4 -0.5 -0.4
O 2.260584 -1.680908 0.706708 0.3 0.3 0.0
N -0.013986 0.772561 -0.637272 -0.6 0.0 0.2
N -1.071566 0.072117 -0.229931 1.1 1.1 -1.5
C 1.156947 0.263299 -0.386307 2.8 -0.3 -0.1
C 1.503043 -0.933504 0.236395 -1.0 -0.8 -0.4
H 2.134893 0.616029 -0.858987 -1.8 0.3 0.5
H -1.823176 0.451331 -0.799499 -0.5 -0.4 0.7
H 0.067299 -1.396851 1.093708 0.1 0.4 1.1
```
Forces are in eV/Å.

Output
total charge = 0
E = -16435.3571 eV
frontier orbital gap (alpha / beta) = 7.49 / 7.49 eV
energy above the lowest of the compared OMol25 structures with the same formula, charge and spin = 298.11 kJ/mol
highest occupied orbital energy (alpha / beta) = -7.83 / -7.82 eV

Atom charges from the Löwdin analysis, given in e for atoms 1 to 8: atom 1 (P): 0.81, atom 2 (O): 0.12, atom 3 (N): -0.05, atom 4 (N): -0.40, atom 5 (C): -0.21, atom 6 (C): -0.33, atom 7 (H): 0.15, atom 8 (H): 0.09

---

Formula: C9H14ClNSi
Source: the Open Molecules 2025 dataset
Level of theory: the ωB97M-V functional and the def2-TZVPD basis

Geometry as XYZ:
```
26
Properties=species:S:1:pos:R:3:forces:R:3
Cl -0.583376 -2.557945 0.689105 0.6 0.0 0.0
Si -1.524535 0.182567 0.520999 -2.1 -1.9 -0.8
N -0.193183 -0.957268 0.211147 -0.9 0.5 0.2
C 1.545895 0.691857 -0.049032 -0.9 -0.6 -0.8
C -3.091953 -0.936550 0.014068 1.9 1.5 -3.5
C 2.756746 1.067120 -0.586174 0.6 -3.2 -0.5
C 1.920830 -1.634300 -0.813442 0.0 1.3 1.1
C -1.625742 0.470827 2.354136 4.3 1.6 1.3
C 3.160007 -1.214341 -1.275787 -0.1 0.2 0.7
C -1.536784 1.722893 -0.575396 -0.8 -0.6 0.7
C 3.625544 0.083427 -1.135816 -0.3 0.6 -0.5
C 1.097610 -0.659000 -0.164584 1.1 -0.5 -0.9
H 1.676094 -2.690107 -0.859201 -0.3 0.3 -0.1
H -1.112513 1.436588 2.731228 -1.0 -0.7 -1.1
H 3.818024 -1.933792 -1.709301 0.3 -0.5 -0.3
H -0.958933 -0.157474 3.042776 -1.5 -0.2 -1.2
H -1.508112 2.501175 0.139270 0.5 1.2 0.9
H -3.755984 -1.344005 0.681031 -1.4 -0.7 2.1
H -3.700322 -0.493533 -0.836820 0.5 0.2 1.2
H 2.989530 2.062726 -0.633015 0.8 2.3 0.1
H 0.833407 1.495333 0.201056 0.5 -0.6 0.4
H -2.703143 -1.798284 -0.556099 0.2 0.2 0.4
H -2.388931 2.021690 -1.170313 -0.7 -0.8 -0.1
H 4.614094 0.266356 -1.603970 -0.8 0.4 0.6
H -2.624500 0.552158 2.615884 -1.9 -0.2 1.0
H -0.729771 1.821882 -1.231751 1.5 0.1 -0.8
```
Forces are in eV/Å.

Output
total charge = 0
E = -31449.4214 eV
frontier orbital gap = 8.61 eV
energy above the lowest of the compared OMol25 structures with the same formula, charge and spin = 151.24 kJ/mol
SMILES = C[Si](C)(C)N(Cl)c1ccccc1
highest occupied orbital energy = -7.90 eV

Atom charges from the Löwdin analysis, given in e for atoms 1 to 8: atom 1 (Cl): 0.69, atom 2 (Si): 0.51, atom 3 (N): -0.55, atom 4 (C): -0.05, atom 5 (C): -0.20, atom 6 (C): -0.08, atom 7 (C): -0.05, atom 8 (C): -0.19